{"formula": "C4H6N4", "method": "the ωB97M-V functional and the def2-TZVPD basis", "symbols": ["C", "C", "C", "C", "N", "N", "N", "N", "H", "H", "H", "H", "H", "H"], "coordinates": [[2.32445, -0.31217, 0.14947], [1.15494, 0.34677, -0.27983], [-0.15127, -0.32297, 0.25550], [-0.66911, -1.61576, 0.06251], [-1.97453, -1.70323, -0.11176], [-2.43132, -0.53323, -0.09626], [-1.41187, 0.36465, 0.06453], [-1.78546, 1.73399, 0.13739], [3.39251, 0.15719, -0.49443], [2.42532, -1.43300, 0.85332], [1.35118, 1.43121, -0.78488], [0.11857, -2.45578, -0.09337], [-1.22190, 2.33093, -0.64654], [-1.12152, 2.01138, 0.98432]], "atomic_forces_ev_per_a": [[1.2, 0.3, -2.1], [2.4, -1.4, 2.9], [-2.9, 2.1, -3.5], [5.8, -1.6, 0.0], [0.4, -1.2, 0.2], [-0.6, 3.6, 0.3], [0.1, -1.6, -0.2], [4.5, 1.9, 0.8], [-3.2, -1.8, 2.6], [-0.5, 3.9, -2.5], [-1.3, -3.0, 1.1], [-2.1, 1.1, 0.5], [-1.8, -2.2, 1.7], [-2.2, -0.1, -1.8]], "homo_lumo_gap_ev": 9.33, "max_force_ev_per_a": 6.04, "smiles": "C=Cc1cnnn1N", "de_lowest_kj_mol": 634.6, "homo_energy_ha": -0.3379, "energy_ev": -10199.36277}